C30H42N2PdS2 as an isolated structure, computed with wB97M-V/def2-TZVPD.

Results
total charge: -2
orbital gap: 4.595 eV

Atoms and positions in Å:
Pd  -0.29169  -0.54763  0.93760
C  -1.58029  3.87267  -3.64860
C  -2.17739  2.58807  -3.06450
C  -3.27229  2.04777  -3.98900
C  -2.69679  2.82127  -1.66460
C  -3.76839  3.66707  -1.45980
C  -4.25929  3.91097  -0.18550
C  -3.71539  3.21187  0.88040
C  -2.64699  2.35047  0.72280
C  -2.24589  1.47777  1.88670
C  -3.45389  0.80837  2.54630
C  -1.44739  2.20607  2.97080
C  -2.03979  2.20327  -0.56490
N  -0.91149  1.48447  -0.79710
C  0.13401  1.62357  0.02650
C  1.32911  0.87827  0.05780
N  1.71101  -0.08603  -0.77970
C  2.90851  -0.71193  -0.60860
C  3.32131  -1.34893  0.59840
C  4.59561  -1.87643  0.69040
C  5.49421  -1.81393  -0.36210
C  5.06541  -1.28903  -1.57070
C  3.79831  -0.76383  -1.71380
C  3.34741  -0.19893  -3.04180
C  4.18131  1.02157  -3.44160
C  3.39271  -1.26983  -4.13440
C  2.35271  -1.61553  1.72320
C  1.94151  -3.09253  1.68960
C  2.88301  -1.23643  3.10530
H  -1.18139  3.69327  -4.64880
H  -0.77559  4.22817  -3.00880
H  -2.33439  4.65867  -3.71690
H  -1.38529  1.83637  -2.98310
H  -4.08799  2.76337  -4.10040
H  -3.67989  1.12787  -3.57780
H  -2.86679  1.83997  -4.98070
H  -4.23319  4.16737  -2.30280
H  -5.07459  4.60587  -0.02980
H  -4.14469  3.34797  1.86530
H  -1.61369  0.62927  1.48640
H  -4.04099  1.51867  3.13180
H  -3.09689  0.02387  3.21180
H  -4.09159  0.35487  1.79130
H  -2.07189  2.94867  3.47220
H  -0.57899  2.71317  2.55720
H  -1.09559  1.47897  3.70180
H  0.16651  2.52247  0.66750
H  2.08671  1.29277  0.75210
H  4.90581  -2.35343  1.61210
H  6.50221  -2.19623  -0.25270
H  5.75001  -1.27863  -2.41260
H  2.30741  0.11747  -2.90750
H  5.23411  0.76057  -3.55710
H  4.10311  1.78867  -2.67390
H  3.82541  1.43537  -4.38610
H  4.40851  -1.63323  -4.29200
H  3.02201  -0.87153  -5.07980
H  2.77071  -2.11163  -3.84070
H  1.40001  -1.04173  1.55610
H  2.80761  -3.75613  1.75360
H  1.40601  -3.29253  0.75940
H  1.26881  -3.29923  2.52090
H  3.66331  -1.92273  3.44120
H  2.06051  -1.27103  3.81730
H  3.28821  -0.22503  3.09680
C  -2.17599  -3.71333  4.12360
C  -1.70339  -2.90763  2.93350
S  -0.82409  -1.47623  3.36380
C  -1.96549  -3.30843  1.66390
C  -2.73119  -4.57723  1.37000
S  -1.51629  -2.49933  0.19660
H  -1.87639  -3.21103  5.04130
H  -1.73449  -4.71493  4.12140
H  -3.26629  -3.81043  4.12480
H  -3.06119  -5.11053  2.25810
H  -2.10859  -5.25183  0.78180
H  -3.60929  -4.34193  0.76880

Cartesian forces (eV/Å) of the 6 atoms listed first:
Pd -0.398 -0.565 -1.367
C 0.041 -0.228 0.083
C 0.004 0.048 -0.221
C 0.173 -0.003 0.148
C 0.460 -0.281 0.059
C -0.209 0.188 0.157

---

A 10-piece molecular cluster, C26H58N2O12S6 overall, computed with wB97M-V/def2-TZVPD.

Results
total charge: +1
orbital gap (spin up / spin down): 7.511 / 2.205 eV
multiplicity: 2
⟨S²⟩: 0.76

Atoms and positions in Å:
C  -0.65724  -0.82931  -0.70549
C  0.32063  -1.11091  -1.81193
O  1.06833  0.11862  -1.68631
C  0.28837  1.11124  -1.29728
O  0.51683  2.30884  -1.32206
O  -0.86930  0.55434  -0.88245
H  -0.28701  -1.00240  0.30499
H  -1.56119  -1.39950  -0.91963
H  -0.14102  -1.20608  -2.79474
H  0.88431  -1.95426  -1.41301
C  0.91629  1.11773  4.27778
C  1.46484  1.15820  2.84552
O  2.82337  1.29386  3.06998
C  3.16529  1.51181  4.22837
O  4.34866  1.57211  4.55823
O  2.07624  1.53882  5.01316
H  0.58915  0.08516  4.39978
H  0.02823  1.74158  4.37899
H  0.96316  1.88556  2.20727
H  1.28217  0.23376  2.29767
C  -3.13752  2.93978  0.08505
C  -3.95440  4.09809  -0.51917
C  -4.14748  5.30411  0.41737
C  -2.97395  6.05765  0.75902
N  -2.02618  6.57109  1.03434
H  -2.99137  2.00218  -0.45127
H  -3.55820  2.77182  1.07648
H  -2.09637  3.26170  0.10677
H  -4.84638  3.62362  -0.92825
H  -3.55781  4.51606  -1.44444
H  -4.65753  4.97107  1.32127
H  -4.83965  6.01572  -0.03275
C  -2.04855  -0.70893  6.82770
C  -2.82780  -1.55818  5.87669
C  -1.92801  -2.50462  5.03165
C  -1.29625  -1.84006  3.86019
N  -0.88108  -1.32889  2.88242
H  -1.34530  -1.33723  7.37431
H  -2.76958  -0.35559  7.56484
H  -1.55886  0.14034  6.35122
H  -3.40111  -0.93272  5.19243
H  -3.58298  -2.23418  6.27771
H  -2.42521  -3.33738  4.53425
H  -1.19070  -3.04292  5.62723
C  -2.05067  3.45642  -3.89833
S  -1.28990  2.17547  -4.97918
O  -1.42186  0.90219  -4.19442
C  0.43549  2.75221  -4.62257
H  -1.66341  3.19152  -2.91449
H  -3.12071  3.29153  -3.77218
H  -1.70827  4.48227  -4.03431
H  0.45834  3.80492  -4.90430
H  1.18151  2.23410  -5.22517
H  0.72335  2.61745  -3.57994
C  4.02086  -3.18280  -0.58490
S  3.51757  -1.59107  0.21351
O  2.17955  -1.83254  0.89591
C  4.59690  -1.54253  1.69478
H  3.18800  -3.76705  -0.97619
H  4.41686  -3.82018  0.20569
H  4.78111  -2.94951  -1.33036
H  4.82478  -2.58191  1.93114
H  4.34312  -0.86179  2.50736
H  5.51865  -1.15334  1.26232
C  -3.90376  -2.74452  0.70557
S  -4.79285  -2.93432  2.34927
O  -6.19552  -3.13556  1.78039
C  -4.11296  -4.62826  2.77676
H  -4.22401  -3.45877  -0.05297
H  -2.81723  -2.70947  0.78510
H  -4.02088  -1.73680  0.30698
H  -4.97070  -5.29728  2.70757
H  -3.78396  -4.60061  3.81556
H  -3.32423  -4.81746  2.04861
C  4.76178  -0.83229  -4.03902
S  3.06911  -0.44609  -4.63824
O  3.09998  0.12345  -6.08923
C  2.60741  -2.25608  -4.73577
H  4.62569  -1.57586  -3.25373
H  5.27250  -0.02180  -3.51905
H  5.46936  -1.22795  -4.76763
H  2.62043  -2.58988  -3.69822
H  3.32084  -2.84671  -5.31047
H  1.55545  -2.35710  -5.00273
C  2.89209  5.42232  -4.01664
S  1.57640  6.32745  -3.03480
O  0.18763  5.75104  -3.28473
C  2.18893  5.78138  -1.34269
H  3.14752  4.49851  -3.49757
H  3.74521  6.10077  -4.01591
H  2.64119  5.18149  -5.04967
H  1.52545  6.06185  -0.52462
H  3.18449  6.14810  -1.09277
H  2.08144  4.69723  -1.30836
C  0.43718  -6.11092  -1.28995
S  -0.80764  -4.94835  -0.70601
O  -2.09073  -5.67889  -0.31628
C  0.14253  -4.44697  0.85898
H  0.42622  -6.94356  -0.58660
H  1.38907  -5.64101  -1.53728
H  0.08665  -6.46287  -2.26019
H  0.18742  -3.36426  0.97652
H  1.15585  -4.84040  0.93948
H  -0.46197  -4.88704  1.65209

Cartesian forces (eV/Å) of the 6 atoms listed first:
C -1.084 -0.886 -0.693
C 0.064 0.196 1.955
O 2.080 0.168 -1.335
C -1.249 0.224 0.104
O 0.048 -1.518 0.007
O -0.564 1.760 0.546

---

A 11-piece molecular cluster, C29H62Cl8N6O9 overall, computed with wB97M-V/def2-TZVPD.

Results
total charge: +1
orbital gap (spin up / spin down): 8.222 / 3.253 eV
multiplicity: 2
⟨S²⟩: 0.75

Atoms and positions in Å:
C  -0.86293  -0.17849  0.69347
C  -0.54555  -0.23961  -0.83038
O  0.70862  0.47081  -0.93868
C  1.10239  0.96813  0.24585
O  2.20841  1.46465  0.42007
O  0.26907  0.52969  1.19915
H  -0.75303  -1.20022  1.05691
H  -1.82362  0.26869  0.94881
H  -1.37701  0.22829  -1.35749
H  -0.38783  -1.26533  -1.16375
C  -4.73154  1.78858  -0.20334
C  -4.81046  3.33210  -0.09799
O  -5.67548  3.83236  0.60117
N  -3.98260  3.99578  -0.87159
C  -3.69395  5.39991  -0.87922
H  -5.70048  1.30562  -0.32982
H  -4.35750  1.38081  0.73577
H  -4.08605  1.35842  -0.96911
H  -3.32038  3.35962  -1.29214
H  -4.21405  5.94394  -1.66766
H  -2.63467  5.59914  -1.04151
H  -3.97780  5.81312  0.08866
C  0.63038  -4.07109  3.00553
C  -0.09991  -4.99011  3.94929
O  -1.05946  -4.58392  4.60337
N  0.37386  -6.25389  4.06469
C  -0.23016  -7.24345  4.89784
H  0.91580  -4.47853  2.03566
H  1.48591  -3.79247  3.62078
H  0.09429  -3.14341  2.80526
H  1.21193  -6.49646  3.55588
H  -0.20611  -7.01115  5.96252
H  0.19853  -8.24025  4.79433
H  -1.23985  -7.37951  4.51039
C  -5.56868  -2.02201  -0.43995
C  -4.39054  -1.48752  -1.24019
O  -3.37050  -1.22043  -0.64019
N  -4.58205  -1.32384  -2.53784
C  -3.47110  -0.89015  -3.42883
H  -5.92448  -1.29247  0.28756
H  -5.17558  -2.81943  0.19068
H  -6.39239  -2.38595  -1.05409
H  -5.46205  -1.53588  -2.98589
H  -3.54701  -1.59369  -4.25791
H  -2.51797  -1.13678  -2.96104
H  -3.38841  0.12361  -3.82071
C  -1.14272  0.59274  -7.39332
C  -1.11078  -0.18587  -6.14339
O  -1.87407  -1.11396  -5.97299
N  -0.15891  0.23047  -5.35673
C  0.03046  -0.45545  -4.09820
H  -0.23472  1.09322  -7.72970
H  -1.77253  1.42884  -7.08937
H  -1.58500  0.09880  -8.25849
H  0.40703  0.97089  -5.74607
H  1.07379  -0.31858  -3.81390
H  -0.07120  -1.54055  -4.08010
H  -0.55677  0.04523  -3.32841
C  -1.48848  2.99560  -3.41703
C  -0.26410  3.13783  -2.60172
O  -0.39334  3.39068  -1.40875
N  0.88661  2.87482  -3.26395
C  2.15877  2.80283  -2.65888
H  -1.97206  3.95898  -3.57873
H  -2.14150  2.28536  -2.90985
H  -1.15714  2.76956  -4.43055
H  0.94576  3.06657  -4.25382
H  2.95457  3.05784  -3.35872
H  2.34391  1.75585  -2.41875
H  2.18868  3.25666  -1.66830
C  4.23850  1.35388  5.52486
C  3.89335  1.42421  4.09235
O  4.58241  2.18589  3.40545
N  2.98308  0.71414  3.52767
C  1.91904  0.07539  4.29270
H  3.37068  1.67537  6.10074
H  5.14751  1.89064  5.79634
H  4.44289  0.32853  5.83303
H  2.87854  0.82052  2.52874
H  1.69481  -0.84315  3.75039
H  1.09816  0.78852  4.21717
H  2.13287  -0.26913  5.30448
Cl  6.31935  1.84891  0.30384
C  5.37627  0.28858  0.22965
C  6.19897  -0.83648  0.89553
Cl  6.37216  -0.65217  2.64648
H  5.29706  0.07817  -0.83692
H  4.32820  0.40575  0.50518
H  7.19633  -0.85333  0.45612
H  5.82192  -1.84713  0.73894
Cl  4.49559  6.55715  2.17401
C  4.93837  4.87770  1.84638
C  3.98270  4.24062  0.78700
Cl  4.19163  5.05313  -0.75145
H  4.92148  4.39267  2.82238
H  5.99043  4.94243  1.56875
H  2.95789  4.32422  1.14875
H  4.10333  3.17154  0.61204
Cl  1.12358  -4.11636  -3.08609
C  1.60754  -3.81676  -1.31927
C  2.72341  -2.68714  -1.28023
Cl  3.28436  -2.45425  0.39626
H  1.90602  -4.80021  -0.95621
H  0.69818  -3.57954  -0.76710
H  2.46181  -1.72379  -1.71797
H  3.57196  -3.08010  -1.84027
Cl  -5.01767  -1.88506  5.11444
C  -4.65000  -1.72044  3.40333
C  -3.17673  -2.08724  3.02838
Cl  -1.99748  -0.92050  3.69234
H  -4.87721  -0.68350  3.15589
H  -5.24617  -2.48273  2.90174
H  -3.04701  -2.15346  1.94816
H  -2.94239  -3.03053  3.52171

Cartesian forces (eV/Å) of the 6 atoms listed first:
C 0.805 -1.129 -1.330
C -0.537 0.372 1.087
O -0.229 0.590 -0.382
C 0.975 -1.856 -0.387
O -1.785 -0.233 0.401
O 0.508 1.497 1.010

---

A 2-piece molecular cluster, C2H5N2O3 overall, computed with wB97M-V/def2-TZVPD.

Results
total charge: +1
orbital gap: 9.084 eV

Atoms and positions in Å:
C  2.39923  0.41052  2.01882
C  -1.86096  0.07190  -0.72386
N  1.48511  0.59124  1.34928
N  0.19682  -0.72175  -0.89544
O  0.54545  0.74321  0.62116
O  1.11879  -1.44010  -0.82647
O  -1.03463  -1.08418  -0.65090
H  2.95465  0.27310  2.88940
H  -1.26915  0.88768  -0.98558
H  -2.50012  0.30700  0.12592
H  -2.49798  -0.22374  -1.54336
H  0.46280  0.18510  -1.37897

Cartesian forces (eV/Å) of the 6 atoms listed first:
C -1.148 0.235 -0.760
C -2.617 -0.455 -1.007
N 1.442 -0.442 1.178
N 2.179 -0.426 -1.612
O -1.176 1.056 -0.468
O -0.663 -1.040 0.457

---

Ordered F_max results: 2.2; 7.3; 3.2; 2.8; unit eV Å⁻¹.
Ordered total energy results: -59922.3191; -120447.1880; -158619.7030; -11262.7277; unit eV.